1.
CH4Br2Si | the ωB97M-V functional and the def2-TZVPD basis

The geometry in XYZ format:
```
8
CH4Br2Si (the ωB97M-V functional and the def2-TZVPD basis)
C 0.49630 -1.49020 0.71921
Si 0.23623 -0.03117 -0.52268
Br 1.84965 -0.63819 1.78625
Br -3.41765 -1.61069 0.02209
H 0.77979 -2.34251 0.19291
H -0.31362 -1.77573 1.30345
H 0.29835 1.39209 -0.09367
H 0.35778 -0.23945 -1.83517
```

Energy relative to the best compared isomer or geometry (same formula, charge and spin) = 4.997 eV
Kohn-Sham gap (alpha / beta) = 6.15 / 4.87 eV
Molar mass = 203.937 Da
E_LUMO (alpha / beta) = -2.381 / -2.966 eV
Electronic energy = -149061.2251 eV

---

2.
CH4BrClOP | the ωB97M-V functional and the def2-TZVPD basis

The geometry in XYZ format:
```
9
CH4BrClOP (the ωB97M-V functional and the def2-TZVPD basis)
C 0.38734 -0.57320 -1.01616
O -1.52320 1.16451 -0.25034
P -0.36738 0.36302 0.46172
Cl 0.95593 1.68588 0.96058
Br 1.50003 -1.88441 3.04410
H 1.26695 -1.12113 -0.68979
H 0.50830 0.35120 -1.52261
H -0.33428 -1.42505 -1.28783
H -2.39369 1.43917 0.30033
```

Energy relative to the best compared isomer or geometry (same formula, charge and spin) = 3.614 eV
Kohn-Sham gap (alpha / beta) = 6.81 / 7.35 eV
Molar mass = 178.373 Da
E_LUMO (alpha / beta) = -8.082 / -7.112 eV
Electronic energy = -94993.8368 eV
Charge = +1

---

3.
CH4BrN | the ωB97M-V functional and the def2-TZVPD basis

The geometry in XYZ format:
```
7
CH4BrN (the ωB97M-V functional and the def2-TZVPD basis)
C 0.22986 -0.34326 -0.15698
N -1.36965 0.90111 -0.13493
Br -2.92003 -0.01156 0.13001
H 1.05096 0.32518 -0.31021
H 0.14107 -0.78000 0.82582
H -0.04099 -0.99794 -0.96304
H -1.12411 1.42219 0.70614
```

Energy relative to the best compared isomer or geometry (same formula, charge and spin) = 1.517 eV
Kohn-Sham gap = 9.22 eV
Molar mass = 109.954 Da
E_LUMO = 0.352 eV
Electronic energy = -72631.4788 eV

---

4.
CH4BrN2 | the ωB97M-V functional and the def2-TZVPD basis

The geometry in XYZ format:
```
8
CH4BrN2 (the ωB97M-V functional and the def2-TZVPD basis)
C 0.79811 0.24119 0.03225
N -1.33966 0.08995 -1.02988
N 0.68071 -0.63153 1.01402
Br -2.10890 1.64053 -0.98855
H 1.71794 0.98636 0.09589
H -0.97519 -0.22752 -2.01207
H 1.30859 -0.78149 1.84203
H -0.08161 -1.31748 1.04631
```

Energy relative to the best compared isomer or geometry (same formula, charge and spin) = 5.973 eV
Kohn-Sham gap (alpha / beta) = 7.55 / 8.27 eV
Molar mass = 123.961 Da
E_LUMO (alpha / beta) = -6.912 / -6.277 eV
Electronic energy = -74111.9410 eV
Charge = +1

---

5.
CH4BrNS | the ωB97M-V functional and the def2-TZVPD basis

The geometry in XYZ format:
```
8
CH4BrNS (the ωB97M-V functional and the def2-TZVPD basis)
C 0.93228 0.36455 -1.26194
N -1.01429 -0.33408 1.37934
S -1.30195 -0.80960 -0.13603
Br 1.53281 1.81346 -0.33121
H 0.81374 0.41358 -2.38930
H 1.49345 -0.48310 -0.91676
H -1.77967 0.22472 1.75273
H -0.67637 -1.18953 1.90316
```

Energy relative to the best compared isomer or geometry (same formula, charge and spin) = 2.661 eV
Kohn-Sham gap (alpha / beta) = 7.82 / 8.16 eV
Molar mass = 142.021 Da
E_LUMO (alpha / beta) = -0.523 / -0.163 eV
Electronic energy = -83466.6431 eV

---

6.
CH4BrP | the ωB97M-V functional and the def2-TZVPD basis

The geometry in XYZ format:
```
7
CH4BrP (the ωB97M-V functional and the def2-TZVPD basis)
C 1.00630 -0.41379 -0.31164
P -1.03451 1.16505 -0.07907
Br -2.58158 -0.36292 0.02021
H 0.69414 -1.04903 -1.11723
H 0.97227 -0.85877 0.66944
H 1.81475 0.26326 -0.49452
H -0.87137 1.25619 1.31282
```

Energy relative to the best compared isomer or geometry (same formula, charge and spin) = 1.807 eV
Kohn-Sham gap = 8.55 eV
Molar mass = 126.921 Da
E_LUMO = -0.151 eV
Electronic energy = -80431.4795 eV

---

7.
CH4Cl2O | the ωB97M-V functional and the def2-TZVPD basis

The geometry in XYZ format:
```
8
CH4Cl2O (the ωB97M-V functional and the def2-TZVPD basis)
Cl 1.05343 1.41120 0.21705
C 1.58873 0.49435 1.51349
Cl 0.69310 0.91957 3.05589
H 1.25408 -0.53801 1.29510
H 2.69122 0.47708 1.61175
O -2.70120 -0.85897 -2.85038
H -2.85577 -1.12866 -1.91676
H -1.72359 -0.77657 -2.92614
```

Energy relative to the best compared isomer or geometry (same formula, charge and spin) = 0.316 eV
Kohn-Sham gap = 11.60 eV
Molar mass = 102.948 Da
E_LUMO = 0.538 eV
Electronic energy = -28193.8493 eV
Structure (SMILES) = ClCCl.O

---

8.
CH4ClN2O | the ωB97M-V functional and the def2-TZVPD basis

The geometry in XYZ format:
```
9
CH4ClN2O (the ωB97M-V functional and the def2-TZVPD basis)
C 0.35913 0.39287 0.00223
N -0.03407 -0.95732 0.01434
O 0.83467 -1.76553 0.06172
N -1.33514 -1.21782 -0.16513
Cl -2.45927 0.06708 0.03741
H 0.19501 0.91988 0.89770
H -0.00030 0.84387 -0.89504
H 1.40871 0.22963 0.07924
H -1.58004 -2.13971 -0.02560
```

Energy relative to the best compared isomer or geometry (same formula, charge and spin) = 3.767 eV
Kohn-Sham gap = 9.98 eV
Molar mass = 95.509 Da
E_LUMO = -6.633 eV
Electronic energy = -18639.9641 eV
Charge = +1
Structure (SMILES) = C[N+](=O)NCl

---

9.
CH4ClN2OS | the ωB97M-V functional and the def2-TZVPD basis

The geometry in XYZ format:
```
10
CH4ClN2OS (the ωB97M-V functional and the def2-TZVPD basis)
C -1.47354 0.32463 0.16128
N 1.52438 -0.92406 -0.74543
N -0.64358 1.28391 0.54416
O 0.70251 -1.10199 0.49927
S -0.84334 -1.27944 0.08367
Cl -3.00765 0.55775 -0.35299
H 1.76994 -1.95997 -1.03830
H 2.25511 -0.27318 -0.43716
H -0.52421 2.33667 0.31824
H 0.24039 1.03569 0.96727
```

Energy relative to the best compared isomer or geometry (same formula, charge and spin) = 2.072 eV
Kohn-Sham gap = 9.74 eV
Molar mass = 127.576 Da
E_LUMO = -5.214 eV
Electronic energy = -29477.1923 eV
Charge = +1

---

10.
CH4ClN2OS | the ωB97M-V functional and the def2-TZVPD basis

The geometry in XYZ format:
```
10
CH4ClN2OS (the ωB97M-V functional and the def2-TZVPD basis)
C 0.20958 0.94397 0.78359
N -0.41714 -0.71035 -1.15232
N 0.63098 -0.28364 1.04728
O -1.31611 0.41385 -1.24164
S -0.84704 1.68238 -0.31875
Cl 1.05186 2.12862 1.72368
H 0.18787 -0.94647 -1.94790
H -1.13846 -1.48080 -1.19667
H 1.23920 -0.58319 1.74959
H 0.39928 -1.16437 0.55312
```

Energy relative to the best compared isomer or geometry (same formula, charge and spin) = 1.508 eV
Kohn-Sham gap (alpha / beta) = 6.39 / 7.11 eV
Molar mass = 127.576 Da
2S+1 = 3
E_LUMO (alpha / beta) = -5.026 / -8.446 eV
Electronic energy = -29473.4448 eV
Charge = +1

---

11.
CH4ClN2OS | the ωB97M-V functional and the def2-TZVPD basis

The geometry in XYZ format:
```
10
CH4ClN2OS (the ωB97M-V functional and the def2-TZVPD basis)
C -0.02596 0.31880 0.31142
N 0.08423 -1.38890 -0.97733
N 0.78030 0.41769 1.30327
O -2.28543 0.46075 -0.89462
S -1.45957 1.34986 -0.24538
Cl 0.48907 1.45508 -1.43533
H -0.64050 -1.91815 -0.70914
H 0.96943 -1.65418 -0.64596
H 1.61879 -0.04973 1.20484
H 0.46964 1.00878 2.08823
```

Energy relative to the best compared isomer or geometry (same formula, charge and spin) = 2.696 eV
Kohn-Sham gap (alpha / beta) = 6.85 / 7.68 eV
Molar mass = 127.576 Da
2S+1 = 3
E_LUMO (alpha / beta) = -5.937 / -7.424 eV
Electronic energy = -29472.2568 eV
Charge = +1

---

12.
CH4ClN2P | the ωB97M-V functional and the def2-TZVPD basis

The geometry in XYZ format:
```
9
CH4ClN2P (the ωB97M-V functional and the def2-TZVPD basis)
C -0.01933 1.42029 -0.92082
N 0.46440 0.67722 0.17162
N 0.05437 -0.61917 0.22644
P 0.57148 -1.69438 1.39024
Cl -0.21312 -3.29732 0.47262
H -0.76622 0.90795 -1.52973
H 0.84593 1.68686 -1.53458
H -0.41485 2.35258 -0.51747
H -0.52266 -1.43404 2.24168
```

Energy relative to the best compared isomer or geometry (same formula, charge and spin) = 0.139 eV
Kohn-Sham gap = 8.66 eV
Molar mass = 110.484 Da
E_LUMO = -0.415 eV
Electronic energy = -25891.3997 eV
Structure (SMILES) = C/N=N/PCl

---

13.
CH4ClNO2P | the ωB97M-V functional and the def2-TZVPD basis

The geometry in XYZ format:
```
10
CH4ClNO2P (the ωB97M-V functional and the def2-TZVPD basis)
C 0.74423 -0.17123 -0.84905
N -0.62608 -0.43124 -0.44099
O 1.04753 1.21818 -0.80185
O -2.35207 -0.82270 1.40588
P -0.90667 -1.12461 1.11399
Cl 0.03789 0.54610 2.19398
H 0.77254 1.48104 0.05709
H 1.51077 -0.53600 -0.12621
H 0.77422 -0.63958 -1.84899
H -1.00236 0.48005 -0.70386
```

Kohn-Sham gap (alpha / beta) = 3.62 / 7.36 eV
Molar mass = 128.475 Da
2S+1 = 3
E_LUMO (alpha / beta) = 4.036 / 2.154 eV
Electronic energy = -28496.8507 eV
Charge = -1

---

14.
CH4ClNOS2 | the ωB97M-V functional and the def2-TZVPD basis

The geometry in XYZ format:
```
10
CH4ClNOS2 (the ωB97M-V functional and the def2-TZVPD basis)
C 0.59413 -0.09824 -1.29281
N 0.58293 -0.29865 1.81749
O -1.88214 -0.31702 -0.04471
S -1.15811 2.44430 -0.13506
S -0.73794 0.59238 -0.01001
Cl 0.24602 -1.81824 -1.15436
H 0.25771 0.16975 -2.38976
H 1.62230 0.19014 -1.11497
H 0.05600 -1.14969 1.68172
H 0.41910 0.28527 2.64249
```

Energy relative to the best compared isomer or geometry (same formula, charge and spin) = 2.476 eV
Kohn-Sham gap (alpha / beta) = 7.64 / 7.63 eV
Molar mass = 145.636 Da
E_LUMO (alpha / beta) = -1.807 / -1.808 eV
Electronic energy = -38828.3936 eV

---

15.
CH4ClOP | the ωB97M-V functional and the def2-TZVPD basis

The geometry in XYZ format:
```
8
CH4ClOP (the ωB97M-V functional and the def2-TZVPD basis)
C -0.43332 0.75502 -0.20638
O -0.00587 -0.29259 -0.63301
H 0.04304 1.74931 -0.45691
H -1.41828 0.78715 0.28818
P 3.49618 -1.12289 0.58320
Cl 2.94991 0.49714 -0.44212
H 2.86690 -2.27179 0.00021
H 2.19329 -1.10593 1.47340
```

Energy relative to the best compared isomer or geometry (same formula, charge and spin) = 2.807 eV
Kohn-Sham gap = 10.36 eV
Molar mass = 98.469 Da
E_LUMO = 0.725 eV
Electronic energy = -24959.0845 eV
Structure (SMILES) = C=O.PCl

---

16.
CH4ClP | the ωB97M-V functional and the def2-TZVPD basis

The geometry in XYZ format:
```
7
CH4ClP (the ωB97M-V functional and the def2-TZVPD basis)
C 0.76278 -0.23400 -0.02849
P -0.42601 0.50676 -1.12463
Cl 1.21547 -1.84018 -0.26974
H 1.50797 0.38605 0.45478
H -0.74552 -0.02748 2.09874
H -1.50742 -0.32932 -0.85597
H -0.80728 1.53817 -0.27469
```

Energy relative to the best compared isomer or geometry (same formula, charge and spin) = 4.503 eV
Kohn-Sham gap (alpha / beta) = 7.45 / 9.59 eV
Molar mass = 82.470 Da
E_LUMO (alpha / beta) = -0.476 / -0.306 eV
Electronic energy = -22908.1728 eV

---

17.
CH4ClPS2 | the ωB97M-V functional and the def2-TZVPD basis

The geometry in XYZ format:
```
9
CH4ClPS2 (the ωB97M-V functional and the def2-TZVPD basis)
C -0.68919 -0.38105 1.03867
P 0.11808 -0.27494 -0.54626
S 1.81477 -1.36746 0.09055
S 0.94817 1.66142 -0.36411
Cl -2.57339 0.92613 -0.44273
H -1.25136 -1.30242 1.07924
H -0.84686 0.47083 1.73941
H 2.02867 -1.89625 -1.03347
H 0.45111 2.16372 -1.56130
```

Energy relative to the best compared isomer or geometry (same formula, charge and spin) = 3.953 eV
Kohn-Sham gap (alpha / beta) = 6.57 / 6.60 eV
Molar mass = 146.604 Da
E_LUMO (alpha / beta) = -2.646 / -2.634 eV
Electronic energy = -44581.4887 eV

---

18.
CH4CsN2O | the ωB97M-V functional and the def2-TZVPD basis

The geometry in XYZ format:
```
9
CH4CsN2O (the ωB97M-V functional and the def2-TZVPD basis)
Cs 0.72101 -1.87050 -2.97775
C -0.02805 -0.30567 0.46688
O 0.04164 -1.44538 0.78055
N -0.51397 0.12618 -0.60744
N 0.28249 0.67865 1.25487
H -0.48529 1.12316 -0.76653
H -1.12768 -0.38310 -1.22718
H 0.70609 1.48747 0.82302
H 0.40376 0.58918 2.25357
```

Energy relative to the best compared isomer or geometry (same formula, charge and spin) = 1.764 eV
Kohn-Sham gap = 9.26 eV
Molar mass = 192.961 Da
E_LUMO = -3.911 eV
Electronic energy = -6672.0638 eV
Charge = +1

---

19.
CH4CsN2O5S | the ωB97M-V functional and the def2-TZVPD basis

The geometry in XYZ format:
```
14
CH4CsN2O5S (the ωB97M-V functional and the def2-TZVPD basis)
Cs 2.28382 3.28881 2.53884
S 4.04701 -1.03546 -0.97769
O 2.97211 -0.23600 -1.55457
O 4.15840 -0.75317 0.43585
O 3.63312 -2.44251 -1.05399
O 5.33380 -0.82076 -1.63360
C -2.78012 0.34354 -0.22221
O -2.69142 0.15019 -1.45454
N -3.87348 0.30654 0.45503
N -1.73180 0.15604 0.53603
H -4.76189 0.33878 -0.02432
H -3.96873 0.11107 1.44135
H -0.85054 0.00061 0.06771
H -1.77027 0.59231 1.44613
```

Energy relative to the best compared isomer or geometry (same formula, charge and spin) = 5.190 eV
Kohn-Sham gap = 2.01 eV
Molar mass = 289.024 Da
E_LUMO = 0.267 eV
Electronic energy = -25701.0247 eV
Charge = -1

---

20.
CH4F2Si | the ωB97M-V functional and the def2-TZVPD basis

The geometry in XYZ format:
```
8
CH4F2Si (the ωB97M-V functional and the def2-TZVPD basis)
C -0.40012 -0.06666 -0.21492
Si -0.67359 -0.17926 1.57143
F -1.94609 0.54142 2.26577
H -1.12698 0.34761 -0.97056
H 0.46739 -0.33351 -0.64333
H 0.14686 -0.41480 2.77492
F 0.97495 1.44517 -2.28588
H 0.60424 1.00965 -1.55042
```

Energy relative to the best compared isomer or geometry (same formula, charge and spin) = 4.363 eV
Kohn-Sham gap = 8.75 eV
Molar mass = 82.125 Da
E_LUMO = -0.470 eV
Electronic energy = -14413.5979 eV
Structure (SMILES) = C=[SiH]F.F